## i
Here is a structure of composition C22H26N2O3 from the Open Molecules 2025 dataset. Energies are from ωB97M-V/def2-TZVPD.

Last column: natural (NBO) charge in e.
CARTESIAN COORDINATES (ANGSTROEM)
C1 2.15789 -1.48791 -1.98180  -0.42
N1 3.16485 -0.44897 -1.86892  -0.30
C2 4.52118 -0.73025 -1.79589  -0.05
C3 5.17387 0.45424 -1.76987  -0.06
N2 4.20734 1.45421 -1.83528  -0.30
C4 4.54356 2.86346 -1.82344  -0.42
C5 2.97171 0.88896 -1.86101  0.42
C6 1.64163 1.56333 -1.91482  0.36
C7 0.65231 0.85400 -1.18209  -0.54
C8 -0.75179 1.15193 -0.88733  0.01
C9 -1.76403 0.78949 -1.95215  -0.12
C10 -1.43235 0.25072 -3.20287  -0.11
C11 -2.42050 -0.39916 -3.95482  -0.25
C12 -3.74057 -0.46086 -3.49008  -0.18
C13 -4.09340 0.21618 -2.31697  -0.22
C14 -3.11712 0.90325 -1.60658  -0.14
O1 1.50908 2.62491 -2.57079  -0.72
H1 1.27244 -1.11213 -2.50736  0.25
H2 2.59311 -2.31671 -2.55093  0.20
H3 1.86533 -1.85482 -0.98875  0.24
H4 4.89434 -1.73873 -1.77398  0.24
H5 6.22656 0.66554 -1.72015  0.24
H6 3.68048 3.44592 -2.14847  0.28
H7 4.85106 3.17444 -0.81563  0.21
H8 5.38844 3.02822 -2.50265  0.21
H9 1.08348 0.12329 -0.51342  0.28
H10 -0.87914 2.21223 -0.60478  0.25
H11 -0.40287 0.32850 -3.56337  0.22
H12 -2.14889 -0.87549 -4.89713  0.21
H13 -4.49304 -1.02699 -4.03920  0.21
H14 -5.11519 0.20088 -1.93440  0.22
H15 -3.38787 1.47182 -0.71939  0.25
C15 -1.55589 -1.93092 4.98798  -0.60
C16 -1.44843 -0.96380 3.81045  -0.05
C17 -1.60248 0.47208 4.31993  -0.62
C18 -0.08683 -1.15588 3.12270  -0.46
C19 0.04790 -0.54280 1.71030  0.50
O2 1.20057 -0.61196 1.21834  -0.69
C20 -1.08916 -0.00490 1.06613  -0.27
C21 -2.39369 -0.32036 1.55357  0.50
O3 -3.44909 0.15090 1.07886  -0.64
C22 -2.51223 -1.26908 2.75355  -0.46
H16 -1.43027 -2.96796 4.65333  0.21
H17 -0.77794 -1.71404 5.73026  0.21
H18 -2.53236 -1.84325 5.47894  0.21
H19 -1.52880 1.19387 3.50089  0.22
H20 -2.58109 0.58773 4.80371  0.21
H21 -0.82153 0.69276 5.05814  0.21
H22 0.70769 -0.74817 3.76477  0.23
H23 0.09295 -2.23983 3.02095  0.22
H24 -1.00750 0.48526 0.05659  0.13
H25 -2.37082 -2.30844 2.41375  0.22
H26 -3.51292 -1.17470 3.19118  0.23

Computed properties:
LUMO level: -0.0396 Ha
charge: 0
gap between HOMO and LUMO: 0.222 Ha
HOMO: -7.1 eV

=====

## ii
Here is an isolated molecule of C22H26N2O3 from the Open Molecules 2025 dataset. Energies are from ωB97M-V/def2-TZVPD.

Last column: natural (NBO) charge in e.
CARTESIAN COORDINATES (ANGSTROEM)
C1 -4.48414 -3.93328 -0.79911  -0.64
C2 -4.46872 -3.26601 0.57369  -0.06
O1 -4.64681 -1.86773 0.50317  -0.49
C3 -3.62431 -1.07848 0.07127  0.25
C4 -2.32153 -1.48673 -0.16355  -0.30
C5 -1.35900 -0.58066 -0.58204  -0.16
C6 -1.68131 0.74982 -0.77405  -0.06
C7 -0.61602 1.72551 -1.19678  -0.25
N1 0.42056 1.83344 -0.17926  -0.44
C8 0.02813 2.49930 1.04206  -0.21
C9 0.22486 4.01428 0.96475  -0.61
C10 1.65180 1.33419 -0.45334  0.69
O2 1.91406 0.83493 -1.52998  -0.63
C11 2.68666 1.43132 0.66828  -0.52
C12 3.96357 0.78105 0.25445  -0.10
C13 5.06882 1.37975 -0.27198  -0.01
N2 6.02552 0.44118 -0.55257  -0.52
C14 5.54403 -0.79314 -0.22710  0.12
C15 6.12982 -2.04832 -0.32861  -0.24
C16 5.38944 -3.13320 0.08859  -0.22
C17 4.09608 -2.97833 0.59527  -0.24
C18 3.51120 -1.73687 0.70107  -0.20
C19 4.23704 -0.62038 0.28886  -0.02
C20 -2.98584 1.17311 -0.53352  -0.31
C21 -3.95958 0.28079 -0.12079  0.33
O3 -5.26047 0.60366 0.13199  -0.49
C22 -5.66606 1.93488 -0.05319  -0.25
H1 -4.40509 -5.01100 -0.68470  0.21
H2 -3.65809 -3.58047 -1.41157  0.21
H3 -5.41452 -3.69823 -1.30969  0.22
H4 -3.54934 -3.51642 1.11842  0.17
H5 -5.32135 -3.61423 1.16366  0.19
H6 -2.03537 -2.51683 -0.02407  0.22
H7 -0.35001 -0.91588 -0.76740  0.22
H8 -1.04809 2.71326 -1.38324  0.19
H9 -0.11953 1.37440 -2.10525  0.26
H10 -1.02929 2.27466 1.21236  0.21
H11 0.58957 2.09985 1.88768  0.20
H12 1.26944 4.25834 0.78876  0.20
H13 -0.36350 4.43604 0.15379  0.21
H14 -0.08907 4.47710 1.89662  0.21
H15 2.85978 2.48182 0.90832  0.23
H16 2.29581 0.92612 1.55470  0.23
H17 5.24994 2.42019 -0.46586  0.21
H18 6.92001 0.62854 -0.97143  0.41
H19 7.12838 -2.16793 -0.72384  0.21
H20 5.81289 -4.12477 0.02168  0.21
H21 3.54962 -3.85697 0.90670  0.21
H22 2.50830 -1.62856 1.08787  0.21
H23 -3.23202 2.21294 -0.68657  0.21
H24 -6.72696 1.95523 0.19142  0.20
H25 -5.52904 2.25982 -1.09045  0.17
H26 -5.13023 2.61891 0.61446  0.17

Computed properties:
LUMO level: 0.0271 Ha
charge: 0
gap between HOMO and LUMO: 0.311 Ha
HOMO: -7.7 eV
SMILES: CCOc1ccc(CN(CC)C(=O)Cc2c[nH]c3ccccc23)cc1OC

=====

It is i that is the least stable of them.

=====

## i
Here is a cluster of 2 separate species, CH3NO3 in total from the Open Molecules 2025 dataset. Energies are from ωB97M-V/def2-TZVPD.

Last column: natural (NBO) charge in e.
CARTESIAN COORDINATES (ANGSTROEM)
C1 -0.11497 0.10084 -0.46069  0.17
N1 -1.58829 -0.11502 -0.16471  0.47
O1 -2.35305 0.83213 -0.16489  -0.31
O2 -1.81585 -1.29148 0.20643  -0.40
O3 0.55042 -1.02214 -0.43486  -0.69
H1 0.07884 0.74080 -1.34232  0.22
H2 0.81923 1.13952 0.75371  0.02
H3 -0.03034 -1.71863 0.21741  0.52

Computed properties:
LUMO level (spin up / spin down): -0.0511 / -0.0511 Ha
charge: 0
gap between HOMO and LUMO (spin up / spin down): 0.313 / 0.313 Ha
HOMO (spin up / spin down): -9.9 / -9.9 eV

=====

## ii
Here is an isolated molecule of CH3NO3 from the Open Molecules 2025 dataset. Energies are from ωB97M-V/def2-TZVPD.

Last column: natural (NBO) charge in e.
CARTESIAN COORDINATES (ANGSTROEM)
N1 -0.68554 -1.20303 -0.49996  -0.84
C1 -0.36056 0.01774 0.00370  0.85
O1 -1.21503 0.81132 0.40528  -0.62
O2 0.95008 0.25534 0.02884  -0.30
O3 0.97824 1.74893 0.67734  -0.36
H1 0.04148 -1.86504 -0.71599  0.40
H2 -1.65009 -1.49151 -0.45126  0.42
H3 1.94141 1.72626 0.55205  0.46

Computed properties:
LUMO level: -0.0202 Ha
charge: 0
gap between HOMO and LUMO: 0.361 Ha
HOMO: -10.4 eV
SMILES: NC(=O)OO

=====

It is i that is the least stable of them.

=====

## i
Here is an isolated molecule of CH3NO3 from the Open Molecules 2025 dataset. Energies are from ωB97M-V/def2-TZVPD.

Last column: natural (NBO) charge in e.
CARTESIAN COORDINATES (ANGSTROEM)
H1 -1.42378 0.63879 2.50878  0.38
N1 -0.77248 0.98096 1.66996  -0.67
C1 -0.68238 0.25118 0.66859  0.37
O1 0.33453 0.52177 -0.21830  -0.27
O2 0.21170 -0.13423 -1.47761  -0.01
O3 1.26328 -0.99709 -1.53558  -0.41
H2 -1.04365 -0.79522 0.37132  0.15
H3 2.11278 -0.46615 -1.98717  0.46

Computed properties:
LUMO level: 0.0237 Ha
charge: 0
gap between HOMO and LUMO: 0.408 Ha
HOMO: -10.5 eV
SMILES: [H]/N=C/OOO

=====

## ii
Here is a cluster of 2 separate species, CH3NO3 in total from the Open Molecules 2025 dataset. Energies are from ωB97M-V/def2-TZVPD.

Last column: natural (NBO) charge in e.
CARTESIAN COORDINATES (ANGSTROEM)
C1 -0.49213 0.27306 0.54984  0.06
N1 -1.75109 -0.06772 0.01216  0.43
O1 -2.13767 0.59170 -0.93527  -0.35
O2 -2.36123 -0.96965 0.54135  -0.32
O3 0.78427 -1.33621 -0.63572  -0.74
H1 0.04034 1.11171 0.13023  0.23
H2 -0.19446 -0.20489 1.47113  0.24
H3 0.54920 -1.11229 -1.53880  0.44

Computed properties:
LUMO level: -0.1147 Ha
charge: 0
gap between HOMO and LUMO: 0.296 Ha
HOMO: -11.2 eV

=====

## iii
Here is a cluster of 2 separate species, CH3NO3 in total from the Open Molecules 2025 dataset. Energies are from ωB97M-V/def2-TZVPD.

Last column: natural (NBO) charge in e.
CARTESIAN COORDINATES (ANGSTROEM)
N1 1.96374 2.03373 0.00000  0.45
O1 3.01326 2.57419 0.00000  -0.14
C1 -1.14437 -1.02543 0.00000  -0.26
O2 -0.57423 0.27466 0.00000  -0.22
O3 0.75823 0.14461 0.00000  -0.38
H1 -2.22351 -0.85059 0.00000  0.18
H2 -0.89656 -1.57559 -0.88469  0.18
H3 -0.89656 -1.57559 0.88469  0.18

Computed properties:
LUMO level (spin up / spin down): -0.0737 / -0.1107 Ha
charge: 0
gap between HOMO and LUMO (spin up / spin down): 0.209 / 0.147 Ha
HOMO (spin up / spin down): -7.7 / -7.0 eV

=====

It is iii that is the least stable of them.

=====

## i
Here is an isolated molecule of C3H10N2S2 from the Open Molecules 2025 dataset. Energies are from ωB97M-V/def2-TZVPD.

Last column: natural (NBO) charge in e.
CARTESIAN COORDINATES (ANGSTROEM)
N1 -2.66981 -0.18269 -0.53940  -0.83
C1 -1.38661 -0.68686 -0.01762  -0.23
C2 -0.33084 0.37229 0.28704  -0.08
N2 -0.31461 1.43861 -0.80838  -0.83
C3 1.02313 -0.28131 0.63986  -0.55
S1 2.46859 0.90016 0.65896  0.08
S2 3.86341 -0.22580 -0.31178  -0.11
H1 -3.31986 -0.06632 0.23022  0.35
H2 -2.54220 0.75834 -0.91473  0.37
H3 -1.62203 -1.24173 0.87601  0.19
H4 -1.05863 -1.35902 -0.81922  0.18
H5 -0.64422 0.94855 1.17377  0.18
H6 -0.06705 0.96129 -1.68319  0.34
H7 0.59858 1.85487 -0.59731  0.36
H8 0.85286 -0.97085 1.46362  0.23
H9 1.20468 -0.98414 -0.20083  0.22
H10 3.94463 -1.23542 0.56296  0.12

Computed properties:
LUMO level: 0.0148 Ha
charge: 0
gap between HOMO and LUMO: 0.347 Ha
HOMO: -9.0 eV
SMILES: NC[C@H](N)CSS

=====

## ii
Here is a cluster of 2 separate species, C3H10N2S2 in total from the Open Molecules 2025 dataset. Energies are from ωB97M-V/def2-TZVPD.

Last column: natural (NBO) charge in e.
CARTESIAN COORDINATES (ANGSTROEM)
C1 2.27587 0.00111 -0.71194  -0.68
C2 -1.76471 0.17329 -1.26284  -0.01
C3 0.93312 -0.22770 -0.04977  -0.54
N1 -2.31100 -0.40600 0.96850  -0.62
N2 -2.16152 0.55357 -0.05968  -0.34
S1 0.63487 -1.73913 0.59706  -0.05
S2 0.61637 1.02964 1.38669  -0.16
H1 2.51875 -0.76088 -1.43982  0.23
H2 3.00078 0.01728 0.14750  0.20
H3 2.13850 1.00375 -1.29598  0.21
H4 -1.65195 1.04552 -1.93312  0.23
H5 -1.93474 -0.88699 -1.39539  0.23
H6 -2.16048 0.07578 1.84915  0.37
H7 -1.47328 -0.89695 0.94932  0.37
H8 -1.70308 1.44149 0.10139  0.41
H9 1.73750 -2.38057 1.25634  0.05
H10 1.30501 1.95680 0.89259  0.10

Computed properties:
LUMO level (spin up / spin down): -0.0179 / -0.0114 Ha
charge: 0
gap between HOMO and LUMO (spin up / spin down): 0.226 / 0.238 Ha
HOMO (spin up / spin down): -6.7 / -6.8 eV

=====

It is ii that is the least stable of them.

=====

## i
Here is an isolated molecule of C4H3BrO from the Open Molecules 2025 dataset. Energies are from ωB97M-V/def2-TZVPD.

Last column: natural (NBO) charge in e.
CARTESIAN COORDINATES (ANGSTROEM)
O1 -1.75829 0.95843 -0.96768  -0.50
C1 -0.78748 0.52521 -0.42485  0.53
C2 0.24545 -0.56389 -0.83496  -0.54
C3 0.72974 -0.55890 0.57656  -0.05
C4 -0.20579 0.66762 0.91139  -0.26
Br1 -0.39240 1.80042 2.36025  0.15
H1 0.97343 -0.17916 -1.54996  0.22
H2 -0.18076 -1.48149 -1.23835  0.22
H3 1.37611 -1.16822 1.16760  0.22

Computed properties:
LUMO level: -0.0192 Ha
charge: 0
gap between HOMO and LUMO: 0.321 Ha
HOMO: -9.3 eV
SMILES: O=C1CC=C1Br

=====

## ii
Here is a cluster of 2 separate species, C4H3BrO in total from the Open Molecules 2025 dataset. Energies are from ωB97M-V/def2-TZVPD.

Last column: natural (NBO) charge in e.
CARTESIAN COORDINATES (ANGSTROEM)
C1 2.63425 0.87823 -0.04858  -0.47
C2 1.65774 0.25287 -0.14413  -0.17
C3 -1.27092 -1.06905 0.57987  -0.16
C4 0.01367 -1.36282 1.14241  0.34
O1 -0.65883 -2.32182 0.43672  -0.41
Br1 0.76701 -1.31428 2.87161  0.23
H1 3.28727 1.76436 -0.27132  0.24
H2 -2.22248 -0.95465 1.24047  0.19
H3 -1.32804 -0.36032 -0.18826  0.22

Computed properties:
LUMO level (spin up / spin down): -0.0696 / -0.0716 Ha
charge: 0
gap between HOMO and LUMO (spin up / spin down): 0.282 / 0.278 Ha
HOMO (spin up / spin down): -9.6 / -9.5 eV

=====

It is ii that is the least stable of them.

=====

## i
Here is an isolated molecule of C2H3N3S from the Open Molecules 2025 dataset. Energies are from ωB97M-V/def2-TZVPD.

Last column: natural (NBO) charge in e.
CARTESIAN COORDINATES (ANGSTROEM)
N1 -1.90814 -2.65273 0.11012  -0.34
C1 -1.85714 -1.56975 -0.26211  0.14
C2 -1.91682 0.22445 -0.18058  0.02
S1 -3.32927 0.85377 0.16243  0.07
N2 -0.64978 0.67683 -0.14477  -0.44
N3 0.43537 -0.22439 0.27431  -0.64
H1 -0.38583 1.63724 -0.17950  0.42
H2 1.18247 -0.42877 -0.46379  0.38
H3 -0.18418 -1.11772 0.49341  0.39

Computed properties:
LUMO level: -0.0122 Ha
charge: 0
gap between HOMO and LUMO: 0.336 Ha
HOMO: -9.5 eV
SMILES: N#CC(=S)NN

=====

## ii
Here is an isolated molecule of C2H3N3S from the Open Molecules 2025 dataset. Energies are from ωB97M-V/def2-TZVPD.

Last column: natural (NBO) charge in e.
CARTESIAN COORDINATES (ANGSTROEM)
S1 2.49997 0.47639 0.64257  0.06
C1 0.88677 0.28412 -0.06999  0.15
N1 0.04502 -0.64219 0.38558  -0.42
C2 -1.26799 -0.36419 -0.25953  -0.19
N2 -0.92669 0.66904 -1.24401  -0.08
N3 0.27239 1.11024 -1.03308  -0.18
H1 1.99952 -0.22066 1.72855  0.18
H2 -1.61941 -1.35719 -0.57056  0.25
H3 -1.88958 0.04443 0.42046  0.24

Computed properties:
LUMO level: -0.0234 Ha
charge: 0
gap between HOMO and LUMO: 0.337 Ha
HOMO: -9.8 eV
SMILES: SC1=NCN=N1

=====

It is i that is the least stable of them.